No. 1
{
  "formula": "C30H21Cl2F5N5O3RuSe",
  "method": "ωB97M-V/def2-TZVPD",
  "lumo_energy_ev": [-2.0, -1.2],
  "largest_force_ev_per_a": 4.990,
  "orbital_gap_ev": [5.14, 6.05],
  "homo_ev": [-7.154, -7.236],
  "multiplicity": 2,
  "s_squared": 0.856,
  "e_above_lowest_kj_mol": 385.6,
  "elements": ["Ru", "Cl", "C", "C", "C", "N", "C", "O", "C", "C", "C", "C", "C", "N", "C", "C", "C", "Cl", "N", "C", "O", "C", "C", "C", "C", "C", "N", "H", "H", "H", "H", "H", "H", "H", "H", "H", "H", "F", "C", "C", "F", "C", "F", "C", "Se", "C", "F", "C", "F", "O", "C", "C", "C", "C", "C", "C", "N", "H", "H", "H", "H", "H", "H", "H", "H", "H", "H", "H"],
  "xyz": [[0.548, 0.054, -0.407], [-1.673, 4.626, 4.629], [-1.589, 3.280, 3.567], [-0.678, 3.282, 2.536], [-0.565, 2.180, 1.681], [0.355, 2.084, 0.692], [0.899, 3.160, 0.087], [0.424, 4.289, 0.044], [2.226, 2.872, -0.551], [3.064, 3.954, -0.808], [4.352, 3.725, -1.251], [4.763, 2.412, -1.406], [3.845, 1.400, -1.173], [2.598, 1.610, -0.770], [-1.440, 1.060, 1.870], [-2.357, 1.081, 2.932], [-2.436, 2.176, 3.763], [-3.566, 2.204, 5.055], [-1.302, 0.033, 1.002], [-2.354, -0.711, 0.591], [-3.534, -0.452, 0.782], [-1.955, -1.921, -0.199], [-2.930, -2.837, -0.582], [-2.544, -3.961, -1.291], [-1.200, -4.137, -1.581], [-0.302, -3.169, -1.156], [-0.668, -2.093, -0.484], [-0.032, 4.131, 2.390], [2.681, 4.946, -0.636], [5.022, 4.548, -1.440], [5.767, 2.162, -1.709], [4.164, 0.377, -1.285], [-2.998, 0.231, 3.100], [-3.958, -2.644, -0.319], [-3.279, -4.687, -1.604], [-0.858, -4.998, -2.134], [0.754, -3.283, -1.363], [5.903, -2.008, -4.296], [5.125, -1.936, -3.211], [5.639, -2.203, -1.941], [6.930, -2.524, -1.804], [4.818, -2.126, -0.826], [5.334, -2.354, 0.383], [3.461, -1.773, -0.912], [2.399, -1.552, 0.640], [2.986, -1.522, -2.206], [1.711, -1.101, -2.375], [3.784, -1.591, -3.335], [3.266, -1.306, -4.538], [-0.742, -0.152, -2.454], [-1.170, 0.528, -3.374], [-0.440, 0.684, -4.683], [0.061, 2.153, -4.670], [0.186, 2.784, -3.265], [-1.105, 3.402, -2.690], [-2.090, 2.346, -2.171], [-2.247, 1.354, -3.225], [-1.084, 0.509, -5.544], [0.392, -0.018, -4.723], [-0.605, 2.774, -5.271], [1.039, 2.183, -5.152], [0.929, 3.582, -3.324], [0.573, 2.030, -2.563], [-1.586, 3.996, -3.473], [-0.844, 4.072, -1.870], [-3.062, 2.774, -1.921], [-1.684, 1.834, -1.289], [-2.553, 1.787, -4.090]],
  "mulliken_charge": [1.44, -0.22, -0.19, -0.59, 0.39, -0.02, -0.17, -0.69, 0.39, -0.79, -0.58, -0.96, 0.09, 0.53, -0.31, -0.66, 0.12, -0.22, 0.16, -0.08, -0.70, 0.34, -0.67, -0.36, -0.98, 0.00, 0.41, 0.61, 0.53, 0.46, 0.48, 0.11, 0.55, 0.49, 0.45, 0.44, 0.26, -0.30, 0.45, 0.29, -0.31, 0.45, -0.34, 0.11, -0.15, -0.23, -0.02, 0.02, -0.32, -0.12, -0.33, -0.53, -0.88, 0.82, -1.00, 0.10, -0.09, 0.41, 0.14, 0.35, 0.46, 0.46, -0.71, 0.46, 0.32, 0.40, -0.35, 0.39]
}



No. 2
{
  "formula": "C4H12",
  "method": "ωB97M-V/def2-TZVPD",
  "lumo_energy_ev": 1.1,
  "largest_force_ev_per_a": 1.109,
  "orbital_gap_ev": 12.82,
  "homo_ev": -11.697,
  "e_above_lowest_kj_mol": 15.3,
  "elements": ["C", "C", "H", "H", "H", "H", "H", "H", "C", "C", "H", "H", "H", "H", "H", "H"],
  "xyz": [[-1.226, 0.964, -0.195], [-2.684, 1.402, 0.035], [-0.601, 1.778, -0.569], [-0.758, 0.742, 0.766], [-1.225, 0.095, -0.845], [-3.269, 0.596, 0.469], [-3.099, 1.680, -0.938], [-2.751, 2.300, 0.638], [1.742, -1.103, -0.654], [2.158, -1.266, 0.807], [1.261, -2.011, -1.024], [1.070, -0.253, -0.748], [2.603, -0.949, -1.297], [2.928, -0.537, 1.055], [2.702, -2.200, 0.974], [1.276, -1.251, 1.440]],
  "mulliken_charge": [-0.74, -1.03, 0.32, 0.27, 0.27, 0.31, 0.29, 0.32, -0.56, -0.89, 0.26, 0.03, 0.32, 0.26, 0.32, 0.28]
}



No. 3
{
  "formula": "C14H21NO2S",
  "method": "ωB97M-V/def2-TZVPD",
  "lumo_energy_ev": 0.3,
  "largest_force_ev_per_a": 13.791,
  "orbital_gap_ev": 8.76,
  "homo_ev": -8.434,
  "e_above_lowest_kj_mol": 1189.6,
  "elements": ["C", "H", "O", "C", "C", "H", "H", "C", "N", "C", "O", "C", "C", "H", "H", "S", "C", "C", "C", "C", "C", "C", "H", "H", "C", "H", "H", "H", "H", "H", "H", "H", "H", "H", "H", "H", "H", "H", "H"],
  "xyz": [[2.711, -5.069, 4.161], [2.951, -5.244, 5.104], [2.914, -3.635, 3.897], [2.742, -3.122, 2.746], [3.137, -1.506, 2.816], [2.346, -1.220, 3.636], [3.954, -1.528, 3.276], [2.843, -1.056, 1.339], [1.446, -1.183, 0.983], [0.905, -1.894, 0.031], [1.623, -2.844, -0.739], [-0.467, -1.969, -0.303], [-0.790, -0.499, -1.067], [-0.286, -0.710, -2.050], [-1.825, -0.665, -1.514], [-0.769, 0.835, -0.087], [-1.555, 2.208, -1.104], [-1.930, 3.274, -0.525], [-2.530, 4.291, -1.518], [-2.878, 4.005, -2.675], [-2.306, 2.892, -3.316], [-1.860, 1.710, -2.514], [-1.542, 0.894, -3.131], [-2.724, 2.605, -4.276], [-3.295, 5.121, -3.728], [-4.497, 5.412, -3.144], [-2.871, 6.224, -3.320], [-3.603, 4.806, -4.687], [-2.843, 5.135, -0.758], [-1.754, 3.460, 0.472], [-1.126, -1.835, 0.588], [-0.767, -2.742, -0.783], [0.644, -0.593, 1.484], [3.354, -1.514, 0.726], [3.054, 0.011, 1.475], [1.616, -3.521, 2.315], [3.534, -3.615, 1.934], [1.551, -5.456, 4.010], [3.477, -5.662, 3.459]],
  "mulliken_charge": [-0.63, 0.31, -0.32, -0.17, -0.86, 0.21, 0.72, -1.20, 0.00, 0.79, -0.74, -1.52, -0.35, 0.44, 0.47, -0.33, 0.40, -0.36, -0.43, 0.77, -0.79, -0.54, 0.32, 0.23, -1.17, 0.24, 0.27, 0.37, 0.20, 0.49, 0.36, 0.61, 0.33, 0.74, 0.32, 0.13, 0.21, 0.23, 0.26]
}



No. 4
{
  "formula": "C36H44N7O6STi",
  "method": "ωB97M-V/def2-TZVPD",
  "lumo_energy_ev": [1.8, 1.8],
  "largest_force_ev_per_a": 0.973,
  "orbital_gap_ev": [4.54, 6.59],
  "total_charge": -1,
  "homo_ev": [-2.714, -4.777],
  "multiplicity": 3,
  "s_squared": 2.025,
  "e_above_lowest_kj_mol": 35.3,
  "elements": ["Ti", "O", "C", "O", "C", "C", "C", "N", "C", "C", "C", "O", "O", "H", "H", "H", "N", "C", "C", "C", "C", "C", "C", "C", "C", "C", "C", "C", "C", "H", "H", "H", "H", "H", "H", "H", "H", "H", "H", "O", "C", "C", "C", "C", "C", "C", "C", "C", "N", "H", "H", "H", "H", "H", "H", "H", "H", "H", "H", "H", "C", "N", "C", "C", "O", "N", "C", "C", "H", "H", "H", "H", "H", "H", "H", "H", "H", "H", "H", "H", "C", "N", "C", "C", "N", "C", "S", "H", "H", "H", "H", "H", "H", "H", "H"],
  "xyz": [[0.718, 0.261, 0.028], [-3.731, 0.758, -6.493], [-4.322, 1.357, -5.575], [-5.336, 2.082, -5.608], [-3.708, 1.163, -4.166], [-4.344, 1.628, -3.025], [-3.766, 1.422, -1.784], [-2.610, 0.788, -1.606], [-1.988, 0.353, -2.708], [-2.486, 0.516, -3.991], [-0.657, -0.327, -2.517], [0.150, -0.415, -3.425], [-0.424, -0.790, -1.302], [-5.285, 2.151, -3.136], [-4.255, 1.784, -0.884], [-1.949, 0.146, -4.852], [-1.281, 0.694, 0.962], [-1.456, 1.905, 1.692], [-1.996, 1.844, 2.970], [-2.131, 2.988, 3.737], [-1.723, 4.206, 3.217], [-1.191, 4.260, 1.938], [-1.046, 3.124, 1.140], [-0.425, 3.247, -0.214], [-0.718, 4.404, -0.942], [-0.130, 4.650, -2.171], [0.758, 3.721, -2.689], [1.014, 2.556, -1.979], [0.453, 2.269, -0.727], [-1.722, -0.085, 1.439], [-1.779, 0.764, 0.045], [-2.301, 0.881, 3.364], [-2.542, 2.925, 4.737], [-1.806, 5.111, 3.807], [-0.841, 5.210, 1.554], [-1.445, 5.109, -0.556], [-0.385, 5.543, -2.728], [1.210, 3.879, -3.662], [1.656, 1.820, -2.455], [0.090, -1.926, 1.093], [1.023, -3.006, 0.981], [2.026, -2.894, 2.104], [2.834, -1.592, 2.079], [2.181, -0.372, 2.688], [2.069, -0.243, 4.045], [1.611, 0.948, 4.641], [1.461, 2.045, 3.774], [1.581, 1.879, 2.426], [1.778, 0.641, 1.819], [-0.465, -1.928, 0.288], [0.481, -3.959, 1.031], [1.520, -2.951, 0.005], [2.700, -3.752, 2.027], [1.510, -2.981, 3.066], [3.112, -1.366, 1.047], [3.773, -1.769, 2.612], [2.395, -1.075, 4.663], [1.506, 1.040, 5.712], [1.257, 3.040, 4.151], [1.506, 2.716, 1.745], [2.717, -2.101, -3.003], [3.615, -0.975, -2.791], [4.966, -1.207, -3.267], [3.346, -0.102, -1.796], [2.424, -0.332, -0.991], [4.168, 0.970, -1.644], [4.530, 1.800, -2.787], [4.115, 1.709, -0.387], [2.745, -2.364, -4.060], [1.702, -1.819, -2.749], [3.050, -2.960, -2.407], [5.366, -2.112, -2.795], [5.625, -0.379, -3.031], [4.954, -1.359, -4.347], [4.431, 1.256, -3.721], [5.560, 2.147, -2.681], [3.871, 2.672, -2.825], [3.858, 1.045, 0.434], [3.368, 2.506, -0.427], [5.103, 2.141, -0.215], [-5.178, -4.672, 1.147], [-4.024, -4.373, 1.957], [-3.335, -5.430, 2.677], [-2.139, -4.689, 3.285], [-2.038, -3.553, 2.393], [-3.175, -3.341, 1.693], [-3.448, -2.037, 0.695], [-5.994, -5.031, 1.776], [-4.942, -5.436, 0.398], [-5.484, -3.763, 0.636], [-3.016, -6.221, 1.985], [-3.980, -5.876, 3.435], [-1.229, -5.288, 3.278], [-2.344, -4.376, 4.314], [-1.316, -2.846, 2.392]],
  "mulliken_charge": [0.08, -0.73, 0.42, -0.74, -0.07, -0.90, -0.66, -0.38, 0.30, -0.77, -0.03, -0.70, -0.51, 0.44, 0.57, 0.65, 1.67, 0.48, -0.47, -0.70, -0.93, -1.16, 0.53, 0.88, -0.73, -1.09, -1.13, -0.56, 1.45, -0.07, -0.13, 0.43, 0.39, 0.37, 0.50, 0.55, 0.36, 0.45, 0.67, -0.12, -0.22, -0.80, -0.33, 0.28, -0.43, -1.30, -0.46, -0.73, 0.84, 0.11, 0.45, -0.03, 0.48, 0.34, -0.75, 0.65, 0.47, 0.38, 0.41, 0.68, -0.83, 0.26, -1.21, -0.01, 0.18, 0.22, -1.21, -0.85, 0.34, 0.05, 0.29, 0.36, 0.44, 0.31, 0.44, 0.31, 0.35, 0.17, 0.23, 0.41, -0.98, 0.01, -0.66, -0.61, 0.21, 0.38, -0.51, 0.29, 0.32, 0.34, 0.32, 0.38, 0.32, 0.29, -0.05]
}



No. 5
{
  "formula": "C21H25FeN3O5S2Si",
  "method": "ωB97M-V/def2-TZVPD",
  "lumo_energy_ev": [0.2, 0.2],
  "largest_force_ev_per_a": 0.816,
  "orbital_gap_ev": [8.21, 8.19],
  "homo_ev": [-7.967, -7.961],
  "multiplicity": 5,
  "s_squared": 6.011,
  "e_above_lowest_kj_mol": 0.0,
  "elements": ["Fe", "C", "Si", "C", "C", "C", "C", "C", "C", "N", "C", "S", "H", "H", "H", "H", "H", "H", "H", "H", "H", "H", "H", "H", "O", "C", "O", "C", "C", "N", "N", "C", "C", "O", "O", "H", "H", "H", "C", "C", "C", "C", "C", "C", "C", "S", "C", "O", "H", "H", "H", "H", "H", "H", "H", "H", "H", "H"],
  "xyz": [[-0.438, -0.113, 0.796], [4.395, 0.967, -2.313], [3.283, 2.457, -2.151], [1.991, 2.516, -3.495], [4.347, 3.996, -2.269], [2.428, 2.509, -0.467], [2.515, 3.635, 0.339], [1.811, 3.730, 1.539], [1.035, 2.659, 1.914], [0.953, 1.542, 1.187], [1.604, 1.466, 0.009], [1.263, -0.004, -0.888], [5.090, 1.113, -3.144], [3.829, 0.054, -2.489], [4.986, 0.829, -1.405], [2.456, 2.566, -4.482], [1.363, 3.402, -3.372], [1.352, 1.634, -3.458], [4.896, 3.989, -3.214], [5.083, 4.041, -1.463], [3.757, 4.915, -2.242], [3.133, 4.469, 0.028], [1.866, 4.613, 2.161], [0.466, 2.667, 2.837], [-0.185, -4.116, 5.167], [1.060, -3.880, 4.782], [2.008, -4.442, 5.272], [1.252, -2.859, 3.717], [2.488, -2.470, 3.241], [2.272, -1.546, 2.289], [0.974, -1.311, 2.115], [0.338, -2.098, 2.960], [-1.156, -2.018, 2.900], [-1.840, -2.689, 3.671], [-1.592, -1.215, 2.004], [-0.845, -3.575, 4.651], [3.472, -2.801, 3.526], [2.933, -1.065, 1.700], [-3.876, -4.229, -2.445], [-3.788, -2.913, -1.724], [-2.904, -1.924, -2.149], [-2.794, -0.724, -1.466], [-3.578, -0.519, -0.339], [-4.456, -1.489, 0.113], [-4.565, -2.675, -0.592], [-3.364, 0.962, 0.614], [-4.159, 2.124, -0.482], [-1.889, 1.333, 0.480], [-3.453, -4.161, -3.445], [-4.910, -4.563, -2.530], [-3.326, -4.998, -1.899], [-2.288, -2.097, -3.023], [-2.094, 0.035, -1.799], [-5.021, -1.336, 1.024], [-5.241, -3.444, -0.239], [-3.715, 2.038, -1.472], [-3.999, 3.118, -0.070], [-5.223, 1.890, -0.509]],
  "mulliken_charge": [0.34, -1.01, 0.22, -0.97, -1.14, 0.25, 0.12, -0.89, -0.55, -0.10, 0.34, -0.32, 0.34, 0.31, 0.34, 0.35, 0.33, 0.28, 0.31, 0.32, 0.31, 0.36, 0.41, 0.47, -0.54, 0.42, -0.61, 0.39, -0.39, -0.20, 0.03, 0.02, 0.75, -0.87, -0.67, 0.46, 0.54, 0.16, -1.47, 0.87, -0.92, -0.29, 0.49, -0.54, -0.64, 0.31, -1.09, -0.47, 0.37, 0.38, 0.30, 0.34, 0.55, 0.39, 0.39, 0.32, 0.41, 0.40]
}